[1]
This record from the Open Molecules 2025 dataset describes a molecular structure, C40H30ClN17O4Ti. The level of theory is wB97M-V/def2-TZVPD.

Positions of all 93 atoms, in Å:
Ti (0.152, 0.808, -1.121)
C (4.339, -1.282, -5.338)
C (3.537, -1.216, -4.068)
C (2.498, -2.120, -3.830)
C (1.695, -2.007, -2.714)
C (1.931, -1.000, -1.778)
N (1.046, -0.816, -0.680)
C (1.234, -1.569, 0.470)
C (2.425, -2.244, 0.739)
C (2.568, -3.013, 1.881)
C (1.544, -3.122, 2.813)
C (1.692, -3.952, 4.058)
C (0.368, -2.429, 2.564)
C (0.198, -1.689, 1.404)
N (-1.056, -1.083, 1.149)
C (-2.249, -1.444, 1.666)
C (-3.181, -0.523, 1.261)
C (-2.465, 0.392, 0.487)
N (-1.186, 0.042, 0.417)
C (2.975, -0.110, -2.011)
C (3.762, -0.203, -3.148)
N (3.172, 0.970, -1.110)
C (4.313, 1.619, -0.820)
C (3.982, 2.723, -0.073)
C (2.588, 2.683, 0.022)
N (2.104, 1.615, -0.596)
H (4.400, -2.302, -5.715)
H (5.350, -0.907, -5.191)
H (3.869, -0.671, -6.111)
H (2.298, -2.900, -4.553)
H (0.858, -2.674, -2.552)
H (3.236, -2.179, 0.025)
H (3.503, -3.534, 2.052)
H (2.729, -4.249, 4.210)
H (1.094, -4.864, 3.998)
H (1.365, -3.403, 4.942)
H (-0.429, -2.461, 3.295)
H (-2.343, -2.333, 2.261)
H (-4.236, -0.522, 1.469)
H (-2.818, 1.243, -0.075)
H (4.510, 0.554, -3.345)
H (5.261, 1.243, -1.160)
H (4.647, 3.462, 0.336)
H (1.927, 3.376, 0.502)
O (-1.409, 6.265, 1.710)
C (-0.867, 5.738, 2.795)
O (-0.782, 6.350, 3.828)
C (-0.375, 4.328, 2.704)
C (0.208, 3.644, 3.758)
Cl (0.586, 4.153, 5.330)
N (0.522, 2.398, 3.324)
N (0.189, 2.232, 2.041)
C (-0.352, 3.372, 1.652)
C (-0.773, 3.481, 0.219)
O (-1.245, 4.500, -0.244)
O (-0.613, 2.383, -0.455)
C (1.234, 1.348, 3.989)
C (0.816, 0.891, 5.227)
C (1.539, -0.119, 5.848)
C (2.653, -0.666, 5.229)
C (3.041, -0.215, 3.975)
C (2.334, 0.796, 3.347)
H (-1.407, 5.640, 0.940)
H (-0.057, 1.317, 5.700)
H (1.225, -0.475, 6.820)
H (3.217, -1.448, 5.721)
H (3.901, -0.647, 3.482)
H (2.624, 1.159, 2.371)
N (-1.071, 1.047, -4.459)
C (0.073, 1.733, -4.144)
N (0.727, 2.489, -4.997)
N (1.770, 2.963, -4.285)
N (1.750, 2.532, -3.085)
N (0.655, 1.712, -2.937)
C (-1.506, 0.015, -3.680)
N (-2.302, -0.948, -4.086)
N (-2.418, -1.751, -3.006)
N (-1.744, -1.319, -2.016)
N (-1.128, -0.144, -2.404)
H (-1.366, 1.065, -5.421)
N (-4.278, 1.096, -2.142)
C (-4.924, 0.164, -1.956)
C (-5.759, -0.992, -1.751)
C (-7.134, -0.883, -1.940)
C (-7.940, -1.990, -1.738)
C (-7.375, -3.196, -1.347)
C (-6.005, -3.301, -1.159)
C (-5.186, -2.201, -1.360)
H (-7.557, 0.064, -2.247)
H (-9.008, -1.912, -1.888)
H (-8.008, -4.061, -1.191)
H (-5.569, -4.246, -0.865)
H (-4.114, -2.270, -1.244)

Summary:
multiplicity = 1
F_max = 0.0115 Eh/bohr
ΔE to the lowest compared entry with this formula, charge and spin = 0.000 eV
HOMO energy = -8.4 eV
LUMO energy = -0.037 Eh

Löwdin atomic charge list, values in e, 5 entries: 1.131 -0.038 -0.246 -0.013 0.012

[2]
This record from the Open Molecules 2025 dataset describes 2 unconnected molecules or ions with the total composition C4H14N3 at a distorted geometry. The level of theory is wB97M-V/def2-TZVPD.

Positions of all 21 atoms, in Å:
C (1.740, 1.191, 0.760)
C (1.553, 2.389, 1.706)
H (2.671, 1.055, 0.162)
H (1.686, 0.230, 1.262)
H (0.893, 1.244, 0.093)
H (1.936, 2.207, 2.734)
H (0.498, 2.336, 1.948)
H (1.699, 3.393, 1.355)
C (-0.275, -1.889, 0.639)
C (-1.259, -0.723, -1.231)
N (-1.545, -1.312, 0.016)
N (-1.900, 0.441, -1.464)
N (-0.536, -1.255, -2.172)
H (-2.278, -2.005, -0.025)
H (-2.560, 0.800, -0.791)
H (-1.632, 1.013, -2.255)
H (-0.324, -2.246, -2.215)
H (-0.217, -0.744, -3.004)
H (0.019, -1.201, 1.429)
H (0.496, -2.151, -0.096)
H (-0.665, -2.771, 1.150)

Summary:
multiplicity = 1
net charge = +1
F_max = 0.0680 Eh/bohr
ΔE to the lowest compared entry with this formula, charge and spin = 1.437 eV
HOMO energy = -14.3 eV
LUMO energy = -0.137 Eh

natural (NBO) atomic charge list, values in e, 5 entries: -0.607 -0.617 0.216 0.197 0.172

[3]
This record from the Open Molecules 2025 dataset describes 10 unconnected molecules or ions with the total composition C23H47FN10O22 at a distorted geometry. The level of theory is wB97M-V/def2-TZVPD.

Positions of all 103 atoms, in Å:
C (3.541, 1.117, 1.774)
C (3.854, 0.413, 0.330)
O (3.175, -0.862, 0.081)
C (1.750, -0.837, 0.425)
C (0.850, 0.297, -0.335)
O (-0.187, 0.769, 0.595)
C (-0.452, 2.208, 0.465)
C (-1.794, 2.563, -0.458)
O (-3.004, 2.825, 0.335)
C (-3.634, 1.594, 0.832)
O (-3.030, 0.692, 1.656)
C (-5.221, 1.213, 0.469)
C (-6.014, 0.110, 1.441)
C (-7.582, -0.259, 0.990)
C (-8.165, 0.501, -0.339)
N (-7.480, 1.528, -1.196)
C (-6.071, 1.845, -0.779)
C (-2.016, 1.494, -1.705)
C (-0.900, 1.948, -2.865)
F (-3.339, 1.600, -2.365)
H (3.388, 0.323, 2.625)
H (4.344, 1.937, 2.003)
H (2.490, 1.671, 1.653)
H (3.650, 1.112, -0.601)
H (5.022, 0.190, 0.308)
H (1.311, -1.894, 0.082)
H (1.533, -0.803, 1.599)
H (1.446, 1.165, -0.842)
H (0.271, -0.259, -1.218)
H (0.493, 2.854, 0.158)
H (-0.737, 2.590, 1.560)
H (-1.521, 3.598, -0.987)
H (-5.481, -0.362, 2.380)
H (-8.214, -1.044, 1.627)
H (-9.273, 0.196, -0.665)
H (-5.491, 2.646, -1.449)
H (-1.830, 0.378, -1.404)
H (-1.189, 3.078, -3.121)
H (0.196, 1.983, -2.458)
H (-0.987, 1.317, -3.849)
C (4.880, -4.047, 0.600)
N (5.668, -4.010, 1.861)
O (5.279, -4.724, 2.793)
O (6.655, -3.265, 1.881)
H (4.045, -4.740, 0.725)
H (4.516, -3.035, 0.409)
H (5.547, -4.386, -0.196)
C (1.280, -0.089, -5.304)
N (2.068, -0.053, -4.043)
O (1.679, -0.767, -3.112)
O (3.055, 0.692, -4.024)
H (0.445, -0.782, -5.179)
H (0.916, 0.922, -5.495)
H (1.947, -0.428, -6.100)
C (-3.590, -2.645, 4.972)
N (-4.692, -2.956, 4.022)
O (-5.593, -2.118, 3.907)
O (-4.620, -4.033, 3.419)
H (-3.781, -1.672, 5.429)
H (-3.576, -3.431, 5.730)
H (-2.659, -2.627, 4.402)
C (-2.904, -1.706, -4.054)
N (-2.151, -1.877, -5.326)
O (-2.315, -2.936, -5.943)
O (-1.418, -0.943, -5.669)
H (-3.506, -2.600, -3.877)
H (-2.174, -1.569, -3.255)
H (-3.543, -0.828, -4.165)
C (0.480, -4.039, 3.484)
N (1.039, -3.607, 2.174)
O (0.278, -3.630, 1.199)
O (2.224, -3.257, 2.162)
H (-0.567, -4.318, 3.347)
H (1.066, -4.895, 3.826)
H (0.568, -3.197, 4.173)
C (5.477, 4.871, 4.099)
N (5.592, 3.744, 3.136)
O (5.796, 4.030, 1.951)
O (5.474, 2.602, 3.597)
H (5.600, 5.812, 3.559)
H (4.486, 4.816, 4.555)
H (6.265, 4.749, 4.846)
C (-6.804, -1.744, -6.691)
N (-6.049, -1.703, -5.409)
O (-5.448, -0.657, -5.139)
O (-6.083, -2.723, -4.710)
H (-6.687, -0.785, -7.200)
H (-6.387, -2.553, -7.293)
H (-7.853, -1.927, -6.450)
C (8.180, -2.867, 4.419)
N (8.968, -2.830, 5.681)
O (8.579, -3.545, 6.612)
O (9.955, -2.086, 5.700)
H (7.345, -3.560, 4.544)
H (7.816, -1.856, 4.228)
H (8.847, -3.206, 3.624)
C (-0.804, 6.870, -0.753)
N (-0.051, 6.700, -2.025)
O (-0.215, 5.640, -2.642)
O (0.682, 7.634, -2.369)
H (-1.406, 5.976, -0.576)
H (-0.074, 7.008, 0.046)
H (-1.443, 7.749, -0.864)

Summary:
multiplicity = 1
F_max = 0.1727 Eh/bohr
HOMO energy = -9.0 eV
SMILES = CCOCCOC[C@H](OC(=O)c1cccnc1)[C@H](C)F.C[N+](=O)[O-].C[N+](=O)[O-].C[N+](=O)[O-].C[N+](=O)[O-].C[N+](=O)[O-].C[N+](=O)[O-].C[N+](=O)[O-].C[N+](=O)[O-].C[N+](=O)[O-]
LUMO energy = -0.029 Eh

Löwdin atomic charge list, values in e, 5 entries: -0.082 -0.234 -0.223 -0.176 -0.175

[4]
This record from the Open Molecules 2025 dataset describes a gas-phase ion, C3H7INS (charge +1) at a distorted geometry. The level of theory is wB97M-V/def2-TZVPD.

Positions of all 13 atoms, in Å:
C (0.790, 0.105, 0.755)
C (-0.172, -0.874, 1.199)
C (-0.679, 0.155, -1.350)
N (0.498, 0.625, -0.656)
S (-1.789, -0.036, 1.127)
I (-1.686, 1.367, -2.685)
H (0.483, 0.933, 1.415)
H (1.797, -0.241, 0.834)
H (-0.280, -1.906, 0.535)
H (-0.110, -1.161, 2.230)
H (-0.723, -0.973, -1.431)
H (0.584, 1.681, -0.658)
H (1.287, 0.325, -1.314)

Summary:
multiplicity = 1
net charge = +1
F_max = 0.1061 Eh/bohr
ΔE to the lowest compared entry with this formula, charge and spin = 2.395 eV
HOMO energy (alpha / beta) = -13.4 / -13.0 eV
LUMO energy (alpha / beta) = -0.200 / -0.210 Eh

natural (NBO) atomic charge list, values in e, 5 entries: -0.255 -0.594 -0.270 -0.603 0.132

> multiplicity of number 2 (C4H14N3)?

1

> Which value of multiplicity does entry 2 give?

1

> What is the formula in the fourth record?

C3H7INS